{"formula": "C19H20BrN2O7Os", "method": "ωB97M-V/def2-TZVPD", "species": ["Os", "O", "C", "O", "C", "O", "C", "C", "O", "O", "H", "H", "H", "H", "H", "C", "N", "C", "C", "C", "C", "C", "C", "C", "C", "H", "H", "H", "H", "H", "H", "H", "H", "H", "H", "H", "H", "Br", "C", "C", "N", "C", "C", "C", "C", "O", "O", "H", "H", "H"], "coordinates": [[0.20130, 0.74383, 0.22721], [1.02411, 4.52278, 1.63344], [1.17982, 3.38042, 1.03666], [0.28729, 2.83723, 0.38849], [2.55230, 2.78626, 1.04803], [2.45229, 1.39390, 0.83887], [2.69359, 0.59613, 2.02999], [1.44653, 0.53598, 2.91667], [1.55085, 0.41358, 4.10964], [0.31538, 0.64932, 2.26926], [0.11261, 4.84924, 1.53640], [3.10077, 3.05085, 1.95288], [3.07401, 3.21978, 0.18706], [3.54213, 0.99220, 2.58425], [2.92668, -0.39613, 1.65855], [0.14339, -0.32448, -2.61294], [0.04816, 0.98734, -1.93055], [1.13717, 1.84459, -2.43867], [-1.27524, 1.60758, -2.24757], [-2.26261, 1.27180, -1.17357], [-3.63145, 1.21502, -1.37880], [-4.47018, 0.94719, -0.30440], [-3.95880, 0.74928, 0.97247], [-2.58983, 0.78064, 1.18245], [-1.74033, 1.04111, 0.10547], [0.10533, -0.18502, -3.69611], [-0.68912, -0.95014, -2.29643], [1.08287, -0.80268, -2.34512], [1.05788, 1.96350, -3.52366], [2.09406, 1.38039, -2.20136], [1.07693, 2.82584, -1.97058], [-1.61422, 1.29226, -3.23801], [-1.13069, 2.69080, -2.27580], [-4.04706, 1.37165, -2.36633], [-5.53714, 0.88003, -0.46892], [-4.62749, 0.54548, 1.79749], [-2.16954, 0.60129, 2.16339], [-1.47313, -6.67574, -0.36469], [-0.20162, -5.41060, 0.19808], [0.97802, -5.83158, 0.80617], [1.91925, -4.99306, 1.22169], [1.72437, -3.69734, 1.03141], [0.57973, -3.18734, 0.43030], [-0.41693, -4.06155, 0.00743], [0.40718, -1.74485, 0.26189], [-0.70710, -1.15720, 0.24516], [1.37919, -0.93496, 0.10922], [1.16365, -6.88678, 0.96154], [2.50768, -3.03394, 1.37859], [-1.32203, -3.69392, -0.45661]], "forces_ev_per_angstrom": [[0.49, 0.68, 0.04], [0.15, -0.02, -0.11], [0.06, 0.32, 0.06], [-0.30, -0.27, 0.20], [0.24, 0.03, 0.07], [-0.25, 0.01, -0.19], [0.01, -0.08, 0.20], [-0.12, 0.18, -0.02], [0.14, -0.09, -0.02], [-0.12, 0.00, 0.05], [-0.03, -0.02, 0.00], [-0.06, -0.10, 0.00], [0.03, 0.06, 0.08], [-0.04, 0.06, -0.05], [0.11, 0.03, 0.08], [-0.08, -0.02, -0.01], [0.06, -0.20, 0.05], [0.05, 0.00, -0.08], [-0.03, 0.05, 0.01], [0.03, -0.03, 0.06], [0.07, 0.11, -0.01], [-0.04, -0.02, 0.00], [0.03, 0.07, 0.06], [-0.01, 0.11, -0.05], [-0.63, -0.14, -0.25], [-0.02, -0.02, 0.02], [-0.01, 0.00, -0.04], [-0.01, 0.00, -0.03], [0.00, 0.01, 0.04], [0.00, 0.01, -0.01], [0.01, -0.04, -0.04], [0.06, 0.03, 0.01], [-0.02, -0.03, -0.01], [0.00, 0.00, -0.02], [-0.02, 0.02, 0.00], [-0.01, 0.01, 0.01], [0.00, -0.10, 0.00], [0.01, 0.01, 0.02], [-0.04, 0.04, -0.06], [-0.01, -0.04, 0.02], [-0.01, -0.01, -0.02], [0.12, 0.09, -0.05], [-0.09, 0.03, -0.07], [-0.02, -0.03, 0.08], [0.13, -0.37, -0.04], [-0.10, -0.22, 0.14], [0.28, -0.14, -0.15], [-0.01, -0.03, 0.00], [0.00, 0.03, 0.00], [-0.02, 0.00, 0.01]], "homo_lumo_gap_ev": [7.421, 7.420], "e_above_lowest_ev": 0.000, "mol_weight_da": 658.5, "spin_multiplicity": 1, "e_tot_ev": -109843.577, "charge": 1}

---

{"formula": "C19H20BrN3O9Rb", "method": "ωB97M-V/def2-TZVPD", "species": ["Rb", "O", "C", "C", "N", "C", "C", "O", "O", "C", "C", "O", "O", "H", "H", "H", "H", "H", "H", "H", "H", "H", "O", "C", "O", "C", "C", "C", "C", "C", "N", "C", "O", "O", "H", "H", "H", "H", "H", "C", "C", "C", "C", "C", "Br", "N", "C", "H", "H", "H", "H", "H", "H"], "coordinates": [[-0.64292, -0.25503, 0.18409], [-0.12115, -0.99666, -4.40359], [0.62579, -1.98253, -3.72361], [2.10338, -1.60822, -3.57301], [2.44677, -0.61870, -2.58627], [2.07753, 0.76257, -2.78245], [0.81276, 1.21601, -2.01673], [0.98644, 1.88210, -0.97521], [-0.31641, 0.82500, -2.44516], [3.04683, -1.01054, -1.33529], [2.10002, -1.46302, -0.19748], [1.22899, -2.32092, -0.48931], [2.26045, -0.92021, 0.93243], [-0.26777, -0.26558, -3.75564], [0.56519, -2.90024, -4.32099], [0.21934, -2.19127, -2.72947], [2.44510, -1.26134, -4.56190], [2.66039, -2.51745, -3.32270], [1.91313, 0.91491, -3.85350], [2.89559, 1.41007, -2.44596], [3.64374, -0.18128, -0.94695], [3.71977, -1.85719, -1.52737], [-0.73896, -4.69698, 0.87912], [-1.03192, -3.42934, 1.21934], [-1.91174, -2.80554, 0.68530], [-0.13360, -2.91195, 2.30966], [0.98190, -3.63556, 2.70644], [1.86711, -3.04695, 3.58781], [1.63916, -1.74172, 3.97881], [0.48673, -1.10650, 3.53355], [-0.41693, -1.69333, 2.76134], [0.29975, 0.37018, 3.74030], [1.23134, 1.07154, 3.06531], [-0.56093, 0.89183, 4.38740], [-1.26004, -4.87707, 0.08332], [1.16619, -4.61155, 2.28634], [2.75645, -3.57339, 3.90655], [2.35556, -1.21275, 4.59260], [1.69051, 0.49641, 2.41284], [-1.99533, 5.01502, -0.97900], [-2.70386, 4.05592, -0.06844], [-3.81236, 4.40276, 0.68829], [-4.41948, 3.46106, 1.50510], [-3.87232, 2.19141, 1.52518], [-4.65785, 0.85593, 2.62355], [-2.81980, 1.83002, 0.82423], [-2.24912, 2.74335, 0.04244], [-2.39068, 6.02476, -0.86862], [-2.10991, 4.70813, -2.01946], [-0.92663, 5.02652, -0.76541], [-4.20706, 5.41149, 0.64641], [-5.28260, 3.69915, 2.10897], [-1.37652, 2.42666, -0.52320]], "forces_ev_per_angstrom": [[-0.22, 0.20, -0.11], [-0.04, 0.03, 0.02], [0.11, 0.00, -0.01], [-0.01, -0.05, -0.03], [-0.02, -0.02, 0.13], [-0.01, 0.06, -0.02], [0.11, -0.03, -0.03], [-0.14, 0.04, 0.04], [0.06, -0.01, 0.03], [-0.01, 0.01, 0.03], [-0.01, 0.03, -0.08], [0.04, 0.14, 0.23], [-0.25, 0.05, 0.17], [-0.01, 0.01, -0.01], [0.01, 0.01, 0.00], [-0.01, -0.01, -0.01], [-0.02, -0.04, 0.00], [-0.01, 0.00, -0.02], [0.00, 0.00, 0.01], [0.00, -0.01, -0.02], [0.00, 0.03, -0.04], [0.02, 0.02, 0.03], [-0.05, 0.04, -0.03], [0.02, -0.03, 0.10], [0.08, -0.06, 0.12], [0.02, -0.09, 0.01], [-0.09, -0.06, -0.10], [-0.03, 0.09, 0.02], [0.04, -0.05, 0.12], [0.00, -0.34, 0.00], [0.13, -0.01, -0.25], [0.18, 0.10, -0.24], [-0.16, -0.03, -0.07], [0.10, 0.00, 0.12], [0.00, -0.05, 0.00], [0.00, -0.02, 0.00], [0.01, 0.01, 0.02], [-0.02, 0.06, -0.01], [0.10, -0.01, -0.03], [-0.02, 0.01, 0.00], [0.02, -0.09, 0.02], [0.01, 0.00, -0.01], [-0.04, -0.01, 0.04], [0.07, 0.04, -0.06], [-0.03, -0.03, 0.04], [-0.03, -0.11, 0.04], [0.05, 0.16, -0.06], [0.02, 0.01, -0.01], [0.01, 0.02, -0.01], [0.01, 0.01, -0.01], [0.00, 0.01, -0.01], [0.00, 0.00, 0.00], [0.07, 0.00, -0.05]], "homo_lumo_gap_ev": 6.505, "e_above_lowest_ev": 0.616, "mol_weight_da": 599.8, "spin_multiplicity": 1, "e_tot_ev": -113628.421, "charge": -1}